# C2H10N2O3

A 3-piece molecular cluster, C2H10N2O3 overall at a distorted geometry (ωB97M-V with the def2-TZVPD basis set, the OMol25 dataset).

```
17
Properties=species:S:1:pos:R:3
O -0.733 1.059 -0.160
C -0.183 1.395 0.894
N 1.169 1.147 1.156
C 2.067 0.730 0.174
N 1.684 -0.452 -0.589
H -0.728 1.838 1.754
H 1.713 1.380 2.002
H 2.514 1.537 -0.402
H 3.014 0.273 0.614
H 1.585 -0.294 -1.546
H 0.704 -0.742 -0.559
H -3.571 -2.586 -5.861
H -3.820 -3.771 -5.009
O -3.113 -3.311 -5.450
H 0.157 0.608 3.652
H -1.003 0.534 4.698
O -0.133 0.204 4.395
```

Computed properties:
HOMO level, eV: -9.079
Relative energy (zero: lowest compared OMol25 entry of this formula, charge and spin), eV: 2.470
Strongest force on any atom, eV/Å: 5.13
Lowest unoccupied orbital energy, Ha: 0.021
SMILES: NCNC=O.O.O